1.
ORCA calculation (the ωB97M-V functional and the def2-TZVPD basis) on the molecule C11H11N2P at a distorted geometry.

Summary:
Lowest unoccupied orbital energy (alpha / beta) in Ha: -0.0110 / -0.0110
Frontier orbital gap (alpha / beta) in hartree: 0.25440 / 0.25438
Maximum force in eV/Å: 4.3
Relative energy (zero: lowest compared OMol25 entry of this formula, charge and spin) in kJ/mol: 491.3
HOMO level (alpha / beta) in Ha: -0.2654 / -0.2654

```
! wB97M-V def2-TZVPD RIJCOSX def2/J DEFGRID3
* xyz 0 1
C -2.359 1.912 0.011
C -3.499 1.241 -0.057
C -2.605 -0.863 -0.066
C -1.180 1.114 -0.205
C -1.360 -0.336 -0.129
C 0.051 1.673 -0.475
C 0.872 -0.689 -1.003
C 2.316 -0.718 -1.071
C 2.934 0.050 -0.169
C 2.411 0.863 0.955
C 0.061 -2.395 0.494
N -3.673 -0.111 -0.078
N -0.105 -1.063 -0.219
P 1.508 2.276 0.126
H -2.353 2.898 0.213
H -4.373 1.868 -0.273
H -2.772 -1.990 0.115
H 2.880 -1.263 -1.837
H 3.990 0.021 -0.271
H 1.634 0.233 1.478
H 3.182 1.255 1.697
H 1.037 -2.350 0.985
H -0.900 -2.543 1.039
H 0.036 -3.273 -0.167
H 2.267 2.190 -1.092
*
```

2.
ORCA calculation (the ωB97M-V functional and the def2-TZVPD basis) on the molecule C2H5NO2S at a distorted geometry.

Summary:
Lowest unoccupied orbital energy in Ha: 0.0198
Structure (SMILES): N[C@@H](S)C(=O)O
Frontier orbital gap in hartree: 0.39140
Maximum force in eV/Å: 3.0
Relative energy (zero: lowest compared OMol25 entry of this formula, charge and spin) in kJ/mol: 52.4
HOMO level in Ha: -0.3716

```
! wB97M-V def2-TZVPD RIJCOSX def2/J DEFGRID3
* xyz 0 1
N 0.948 -0.170 1.064
C 0.253 -0.491 -0.171
S -1.445 -1.120 0.246
C 0.108 0.762 -1.119
O 0.939 0.971 -1.950
O -0.907 1.580 -0.778
H 1.566 0.581 0.934
H 0.152 0.117 1.659
H 0.846 -1.270 -0.635
H -0.975 -2.055 0.994
H -1.486 1.094 -0.244
*
```

3.
ORCA calculation (the ωB97M-V functional and the def2-TZVPD basis) on a cluster of 2 separate species, C3H11NO3 in total at a distorted geometry.

Summary:
Lowest unoccupied orbital energy in Ha: 0.0246
Structure (SMILES): OCCNCO.O
Frontier orbital gap in hartree: 0.36538
Maximum force in eV/Å: 2.1
Relative energy (zero: lowest compared OMol25 entry of this formula, charge and spin) in kJ/mol: 202.0
HOMO level in Ha: -0.3408

```
! wB97M-V def2-TZVPD RIJCOSX def2/J DEFGRID3
* xyz 0 1
O -0.165 2.978 0.069
C -1.057 1.896 -0.035
C -0.310 0.572 -0.147
N 0.689 0.536 0.961
C 1.426 -0.763 0.942
O 0.659 -1.888 1.217
H -0.430 3.561 0.784
H -1.624 1.991 -0.973
H -1.789 1.885 0.769
H 0.107 0.336 -1.129
H -1.018 -0.210 0.124
H 1.428 1.182 0.698
H 2.198 -0.693 1.713
H 1.967 -0.821 -0.016
H -0.239 -1.762 0.917
O -0.883 -3.026 -1.726
H -0.960 -2.360 -2.426
H 0.001 -3.415 -1.744
*
```

4.
ORCA calculation (the ωB97M-V functional and the def2-TZVPD basis) on a structure of composition C4H8O3 at a distorted geometry.

Summary:
Lowest unoccupied orbital energy in Ha: 0.0250
Frontier orbital gap in hartree: 0.41322
Maximum force in eV/Å: 3.9
Relative energy (zero: lowest compared OMol25 entry of this formula, charge and spin) in kJ/mol: 291.0
HOMO level in Ha: -0.3882

```
! wB97M-V def2-TZVPD RIJCOSX def2/J DEFGRID3
* xyz 0 1
C -1.150 1.117 -1.033
C -0.758 0.661 0.369
O -1.823 0.246 1.171
C 0.167 -0.514 0.472
O 1.199 -0.482 -0.481
C 2.434 -0.927 -0.117
O 2.768 -1.231 0.991
H -1.700 0.322 -1.548
H -0.273 1.384 -1.635
H -1.804 1.993 -0.974
H -0.103 1.411 0.852
H -1.766 -0.827 0.980
H -0.829 -1.537 0.484
H 0.566 -0.638 1.480
H 3.072 -0.975 -1.013
*
```

5.
ORCA calculation (the ωB97M-V functional and the def2-TZVPD basis) on a cluster of 2 separate species, C6H8N4 in total at a distorted geometry.

Summary:
Lowest unoccupied orbital energy in Ha: 0.0285
Structure (SMILES): c1c[nH]cn1.c1c[nH]cn1
Frontier orbital gap in hartree: 0.35304
Maximum force in eV/Å: 4.0
Relative energy (zero: lowest compared OMol25 entry of this formula, charge and spin) in kJ/mol: 89.7
HOMO level in Ha: -0.3245

```
! wB97M-V def2-TZVPD RIJCOSX def2/J DEFGRID3
* xyz 0 1
C 2.228 -2.574 0.510
C 2.288 -3.854 0.005
N 2.332 -4.678 1.075
C 2.412 -3.887 2.175
N 2.418 -2.610 1.889
H 2.100 -1.635 -0.028
H 2.425 -4.237 -1.007
H 2.327 -5.701 1.097
H 2.657 -4.275 3.163
C -2.236 3.595 -2.249
C -1.466 3.212 -1.136
N -2.239 3.658 -0.063
C -3.310 4.279 -0.482
N -3.289 4.397 -1.778
H -1.928 3.723 -3.287
H -0.529 2.671 -1.006
H -2.064 3.419 0.916
H -4.128 4.498 0.205
*
```

6.
ORCA calculation (the ωB97M-V functional and the def2-TZVPD basis) on a structure of composition C10H10N4 at a distorted geometry.

Summary:
Lowest unoccupied orbital energy in Ha: -0.3498
Frontier orbital gap in hartree: 0.28126
Maximum force in eV/Å: 4.2
Relative energy (zero: lowest compared OMol25 entry of this formula, charge and spin) in kJ/mol: 88.6
HOMO level in Ha: -0.6311

```
! wB97M-V def2-TZVPD RIJCOSX def2/J DEFGRID3
* xyz 2 1
C 0.466 0.634 2.444
C -3.008 0.307 -1.059
C -3.040 0.184 0.317
C -1.785 0.395 -1.721
C -1.898 0.069 1.116
C -0.605 0.180 -0.998
C -0.668 0.110 0.415
C 2.253 -1.689 0.828
C 1.762 0.507 0.411
C 0.555 0.176 1.117
N 0.399 0.883 3.543
N 1.192 -1.608 1.502
N 2.602 -0.524 0.213
N 2.048 1.647 -0.173
H -3.818 0.107 -1.749
H -4.060 -0.012 0.766
H -1.841 0.622 -2.787
H -2.063 0.197 2.220
H 0.409 0.099 -1.432
H 2.958 -2.622 0.641
H 0.673 -2.333 1.921
H 3.319 -0.554 -0.503
H 1.307 2.410 -0.234
H 2.863 1.724 -0.790
*
```